{
  "formula": "C25H48LaO3P2S",
  "method": "the ωB97M-V functional and the def2-TZVPD basis",
  "elements": ["La", "S", "P", "P", "O", "O", "O", "C", "C", "C", "C", "C", "C", "C", "C", "C", "C", "C", "C", "C", "C", "C", "C", "C", "C", "C", "C", "C", "C", "C", "C", "C", "H", "H", "H", "H", "H", "H", "H", "H", "H", "H", "H", "H", "H", "H", "H", "H", "H", "H", "H", "H", "H", "H", "H", "H", "H", "H", "H", "H", "H", "H", "H", "H", "H", "H", "H", "H", "H", "H", "H", "H", "H", "H", "H", "H", "H", "H", "H", "H"],
  "xyz": [[0.0915, 0.3350, 0.3249], [0.7597, 3.8204, 1.4545], [-2.6469, 1.7054, 0.8777], [2.0667, 0.9313, -2.0045], [0.7014, 2.4946, 0.6456], [-0.5675, 4.3929, 1.5671], [1.5241, 3.6142, 2.6713], [0.3131, -3.6542, -1.7861], [3.0298, 2.4919, -1.9468], [2.8282, -2.0807, 0.8676], [-1.0071, -4.3322, -1.5710], [1.8534, -0.1680, 2.3320], [-3.0099, 2.6776, 2.3955], [0.6215, 0.0507, 3.0377], [-1.9397, -1.9602, -0.9221], [-0.0722, -3.2854, 1.5098], [-0.4970, -2.4387, -3.8094], [0.3782, 1.0313, 4.1192], [-1.6665, -1.0743, -1.9092], [-0.2592, -1.0296, 2.7303], [3.4016, -0.2280, -2.5024], [-1.6331, -1.4842, -3.3524], [1.7397, -1.4088, 1.6293], [0.5307, -2.7817, -2.7759], [-2.8256, 3.0348, -0.3736], [0.4371, -1.9475, 1.8923], [1.7116, 4.8983, 0.4125], [-2.2067, -3.4137, -1.1845], [1.2513, 1.1561, -3.6344], [3.0876, 0.6539, 2.4324], [-1.6097, -1.2570, 3.3202], [-4.2745, 0.8963, 0.6813], [-4.3540, 0.4599, -0.3213], [-1.3097, -4.9046, -2.4662], [1.0256, 0.1829, -4.0951], [2.7145, 4.5065, 0.2282], [-4.3673, 0.0868, 1.4184], [2.4281, -2.6452, 0.0084], [-0.9595, -3.3547, -4.2161], [0.0264, -1.9668, -4.6565], [-2.1289, -0.3068, 3.5111], [-4.0064, 3.1337, 2.2908], [-0.8748, -5.0820, -0.7746], [3.6964, 2.5522, -2.8212], [-2.5838, -1.9703, -3.6325], [1.7821, 5.8363, 0.9690], [-5.0740, 1.6374, 0.8401], [-3.7324, 3.6210, -0.1548], [1.1874, 5.0679, -0.5348], [-2.9684, -3.5247, -1.9731], [0.3086, 1.7059, -3.5047], [-2.9010, 2.5903, -1.3753], [-2.2515, -1.8461, 2.6455], [-1.5590, -0.5728, -3.9628], [-0.0273, -4.0195, 2.3358], [3.7335, 0.0017, -3.5278], [3.0311, -1.2603, -2.4659], [3.5505, -1.3517, 0.4738], [4.2515, -0.1431, -1.8073], [2.8540, 1.6925, 2.7037], [0.7743, 2.0208, 3.8672], [-2.1761, -1.6216, 0.1019], [-1.6805, 0.0199, -1.7422], [1.5120, -2.3334, -2.9273], [1.9162, 1.7393, -4.2948], [3.6391, 0.6713, 1.4767], [-2.9905, 2.0053, 3.2630], [1.1320, -4.0095, -1.1603], [3.7717, 0.2308, 3.1915], [-2.2492, 3.4582, 2.5256], [-0.6965, 1.1297, 4.3236], [0.4852, -3.6820, 0.6532], [3.3890, -2.7975, 1.4937], [3.6278, 2.5185, -1.0251], [0.8675, 0.6949, 5.0551], [-2.6498, -3.8442, -0.2734], [-1.5530, -1.8080, 4.2760], [-1.9491, 3.6937, -0.3312], [2.3506, 3.3553, -1.9386], [-1.1242, -3.2086, 1.2019]],
  "atomic_forces_ev_per_a": [[-0.07, -0.76, 0.53], [0.50, -0.50, 0.10], [-0.85, 0.83, 0.25], [0.81, 0.06, -0.86], [-0.02, 1.45, 0.43], [0.68, -0.34, -0.14], [-0.58, 0.28, -0.88], [0.27, -0.04, -0.68], [-0.03, 0.14, 0.31], [0.35, -0.34, -0.45], [0.03, -0.55, 0.18], [-0.92, -0.59, 0.26], [0.36, -0.16, 0.18], [0.40, -0.87, -0.60], [-0.30, 1.05, -0.52], [-0.33, -0.56, -0.34], [0.14, 0.01, -0.42], [-0.03, 0.66, 0.44], [-0.72, -0.59, 0.64], [0.80, 0.00, -0.25], [0.10, -0.20, 0.13], [-0.01, 0.43, -0.65], [-0.78, 0.22, 0.54], [0.18, -0.39, 0.24], [0.22, 0.02, -0.17], [0.46, 0.86, 0.21], [-0.08, 0.21, -0.10], [-0.28, -0.48, 0.35], [-0.29, 0.10, -0.10], [0.51, 0.37, 0.06], [-0.53, -0.07, 0.14], [0.01, -0.40, -0.01], [-0.10, 0.06, 0.17], [0.28, 0.25, 0.24], [0.07, 0.28, 0.13], [-0.23, -0.08, 0.20], [-0.11, 0.20, -0.17], [0.20, 0.14, 0.26], [0.26, 0.24, 0.24], [-0.25, -0.22, 0.22], [0.11, -0.28, 0.05], [0.32, -0.18, 0.06], [-0.11, 0.27, -0.30], [-0.23, -0.02, 0.28], [0.17, 0.34, 0.30], [0.00, -0.09, -0.13], [0.25, -0.32, -0.11], [0.30, -0.20, -0.16], [0.03, -0.07, 0.28], [0.16, 0.32, 0.22], [0.21, -0.08, -0.16], [-0.07, 0.17, 0.15], [0.15, 0.10, 0.22], [-0.18, -0.23, 0.16], [0.08, 0.34, -0.29], [-0.03, -0.06, 0.39], [0.26, 0.29, -0.01], [-0.11, -0.22, 0.12], [-0.26, -0.04, -0.26], [0.13, -0.33, -0.04], [-0.12, -0.24, 0.22], [0.34, 0.08, -0.38], [-0.03, -0.46, 0.13], [-0.14, -0.29, 0.18], [-0.30, -0.32, 0.18], [-0.09, 0.02, 0.29], [-0.11, 0.23, -0.11], [-0.07, 0.37, -0.19], [-0.22, 0.22, -0.28], [-0.27, -0.29, -0.01], [0.27, 0.04, 0.03], [-0.16, -0.02, 0.45], [-0.19, 0.28, -0.20], [-0.12, 0.03, -0.26], [-0.24, 0.13, -0.40], [0.01, 0.19, -0.36], [-0.03, 0.21, -0.33], [-0.27, -0.11, 0.01], [0.20, -0.26, -0.03], [0.24, -0.27, 0.19]],
  "lowdin_charge": [1.7744, 0.4848, 0.7296, 0.7382, -0.6553, -0.3303, -0.3165, -0.1196, -0.2779, -0.0338, -0.1657, -0.3376, -0.2533, -0.3159, -0.1449, -0.0295, -0.1706, -0.0197, -0.1764, -0.3332, -0.2771, -0.1720, -0.3371, -0.1088, -0.2741, -0.3233, -0.1390, -0.1626, -0.2777, -0.0298, -0.0399, -0.2852, 0.0377, 0.1224, 0.0316, 0.0604, 0.0426, 0.0589, 0.1210, 0.1057, 0.0587, 0.0579, 0.1126, 0.0605, 0.1238, 0.0781, 0.0555, 0.0627, 0.0710, 0.1226, 0.0407, 0.0386, 0.0718, 0.1051, 0.1120, 0.0613, 0.0094, 0.0664, 0.0522, 0.0652, 0.0540, 0.0839, 0.0574, 0.0743, 0.0592, 0.0734, 0.0361, 0.0935, 0.1041, 0.0249, 0.0733, 0.0492, 0.1042, 0.0473, 0.1089, 0.1122, 0.1043, 0.0250, 0.0363, 0.0520],
  "homo_energy_ev": -10.48,
  "de_lowest_kj_mol": 0.0,
  "e_tot_ev": -63115.7196,
  "total_charge": 1,
  "gap_ev": 7.818
}

---

{
  "formula": "C7H10N2O2S",
  "method": "the ωB97M-V functional and the def2-TZVPD basis",
  "elements": ["S", "O", "O", "N", "N", "C", "C", "C", "C", "C", "C", "C", "H", "H", "H", "H", "H", "H", "H", "H", "H", "H"],
  "xyz": [[2.7402, 0.3955, -0.4325], [-2.5645, 4.3103, 0.3137], [-0.0685, 1.5220, -2.3698], [-1.2711, 2.9873, -1.0507], [-0.0783, 1.1504, -0.1320], [-0.3343, 1.9205, -1.2469], [-1.0988, 2.6793, 1.3003], [-1.7043, 3.4879, 0.2031], [1.2024, -0.3392, -0.7035], [0.7257, -1.4897, 0.1146], [-0.2266, 1.6572, 1.0510], [-0.7541, -1.8001, -0.2749], [1.3275, -2.3210, -0.0657], [2.6693, 0.1692, 0.9924], [0.2881, 1.0262, 1.8007], [0.8294, -1.1911, 1.1287], [-1.1661, 3.1188, 2.3283], [-1.2175, -0.8216, -0.3463], [-1.6978, 3.2224, -1.9477], [-1.3330, -2.5410, 0.2986], [0.7249, -0.1942, -1.7396], [-1.0316, -2.3610, -1.2389]],
  "atomic_forces_ev_per_a": [[-0.01, -0.60, 1.88], [-0.39, 1.05, -0.04], [0.34, 0.69, -0.19], [1.42, -0.83, -0.47], [2.53, -1.48, -4.18], [-2.70, -0.77, 0.26], [0.99, 1.58, 1.38], [0.67, -2.81, 0.02], [-2.51, 2.41, -0.70], [-2.26, 0.61, -1.33], [-1.20, 0.25, 2.61], [-0.76, -1.10, -1.13], [1.35, -1.37, -0.25], [0.37, 0.29, -1.99], [-0.50, 0.81, 0.27], [-0.11, -0.07, 1.19], [-0.13, -0.64, -1.12], [-0.68, -0.26, 0.25], [0.05, 0.52, 0.63], [0.53, 0.86, 1.13], [1.38, -0.39, 1.33], [1.62, 1.24, 0.47]],
  "nbo_charge": [0.1424, -0.5839, -0.6554, -0.6565, -0.5197, 0.7752, -0.4280, 0.6512, -0.1005, -0.4894, 0.0610, -0.6410, 0.2444, 0.1293, 0.1934, 0.2143, 0.2335, 0.2326, 0.4269, 0.2324, 0.3116, 0.2260],
  "homo_energy_ev": -8.50,
  "de_lowest_kj_mol": 234.3,
  "e_tot_ev": -25329.7110,
  "total_charge": 0,
  "gap_ev": 8.415
}

---

{
  "formula": "C9H14N",
  "method": "the ωB97M-V functional and the def2-TZVPD basis",
  "elements": ["N", "C", "C", "C", "C", "C", "C", "C", "C", "C", "H", "H", "H", "H", "H", "H", "H", "H", "H", "H", "H", "H", "H", "H"],
  "xyz": [[-0.3640, 1.6998, 0.5991], [1.3691, -0.2445, 0.7247], [0.8467, 1.0133, -0.1135], [-1.7462, 1.2625, 0.2965], [-3.4602, -0.5846, -0.0403], [-2.5671, 0.2589, 0.0408], [-1.2111, 2.7310, -0.2225], [3.6591, -0.4762, -0.4742], [-4.2463, -1.7629, -0.1392], [2.2313, -1.0439, -0.2606], [-0.2393, 1.8391, 1.6467], [3.8089, 0.5104, -0.0548], [-5.3754, -1.5376, 0.1654], [-4.2094, -2.1287, -1.2395], [-3.7682, -2.5903, 0.5203], [1.7620, -1.2173, -1.1515], [0.5407, -0.7422, 1.2679], [1.9897, 0.0430, 1.5036], [2.2418, -2.1456, 0.0956], [0.4541, 0.7903, -1.1378], [3.7358, -0.1725, -1.4926], [1.6291, 1.8627, -0.1657], [4.3825, -1.1832, -0.4100], [-1.4637, 3.8186, 0.0416]],
  "atomic_forces_ev_per_a": [[0.04, -0.40, 0.70], [-1.55, 0.83, -2.42], [0.25, 1.09, 1.30], [2.84, 8.13, -3.00], [1.69, 0.77, 0.13], [-1.37, -1.79, 0.39], [-2.47, -5.10, 3.02], [-3.16, 1.87, -1.15], [-1.88, -1.62, -0.20], [1.11, -2.36, 3.15], [0.21, -0.09, -1.54], [0.41, -0.26, 1.17], [2.42, -0.71, -0.67], [-0.25, 0.53, 1.75], [-1.03, 1.37, -1.04], [-1.44, 0.21, -2.54], [0.13, -0.20, -0.99], [1.29, 1.09, 1.45], [0.50, 1.71, -0.03], [0.47, -0.01, 0.98], [-0.12, 0.00, -1.30], [-1.15, -1.49, -0.08], [2.36, -1.78, 1.12], [0.70, -1.80, -0.20]],
  "nbo_charge": [-0.4368, -0.4173, -0.2113, 0.1894, 0.3056, -0.2019, -0.0109, -0.6228, -0.7534, -0.4036, 0.4327, 0.2086, 0.2891, 0.2943, 0.2847, 0.2047, 0.2177, 0.2205, 0.2248, 0.2327, 0.2167, 0.2356, 0.2329, 0.2681],
  "homo_energy_ev": [-12.77, -13.72],
  "smiles": "CC#CC1=C[N@@H+]1CCCC",
  "de_lowest_kj_mol": 826.7,
  "e_tot_ev": -11035.2511,
  "total_charge": 1,
  "gap_ev": [7.361, 8.420]
}